# 1
Formula: C2HCuLiO3
Source: OMol25
Level of theory: ωB97M-V/def2-TZVPD

Its spin multiplicity is 2. The HOMO energy (alpha / beta) is -4.93 / -7.41 eV. As for the energy above the lowest of the compared OMol25 structures with the same formula, charge and spin: 3.666 eV. The value obtained for the largest force on an atom is 0.0989 hartree/bohr. The value obtained for the total energy is -1950.38420 a.u.

Positions of all 8 atoms, in Å:
H (-0.66031, -1.79650, 2.06128)
C (0.04108, -1.00270, 1.62690)
O (-0.38558, -0.73353, 0.31922)
C (0.34524, 0.86475, -1.18826)
O (-0.63083, 1.04378, -1.84180)
O (1.45374, 1.11212, -0.87742)
Cu (1.42628, 1.38103, 1.53995)
Li (-1.58961, -0.86896, -1.63988)

Cartesian forces, eV/Å:
0.33 0.50 -0.51
-1.24 1.48 -4.71
0.46 -1.23 3.20
2.22 1.95 -0.07
-0.75 -1.69 0.55
-1.46 -1.14 -0.05
-0.24 -0.38 0.46
0.68 0.52 1.13


# 2
Formula: C2HF2O3S
Source: OMol25
Level of theory: ωB97M-V/def2-TZVPD

The HOMO energy (alpha / beta) is -3.51 / -3.76 eV. As for the energy above the lowest of the compared OMol25 structures with the same formula, charge and spin: 3.568 eV. The value obtained for the largest force on an atom is 0.0542 hartree/bohr. The charge is -1. The value obtained for the total energy is -900.38015 a.u.

Positions of all 9 atoms, in Å:
C (1.88566, 0.32777, 0.17471)
C (-0.50266, 0.56914, -0.04664)
O (-1.70822, -1.42596, 1.23601)
O (2.63144, 0.81094, 0.95166)
O (-1.44182, -1.72976, -1.18743)
F (-0.40899, 1.07811, -1.28442)
F (-0.75522, 1.67525, 0.69268)
S (-1.92230, -0.82337, -0.10848)
H (2.22210, -0.48212, -0.42810)

Cartesian forces, eV/Å:
-2.57 0.05 1.07
2.34 0.78 -0.30
-0.61 0.40 -0.52
0.03 0.82 0.38
-0.32 0.89 0.35
-0.07 -0.02 -1.09
-0.30 -0.55 0.63
1.25 -1.25 0.86
0.25 -1.13 -1.40


# 3
Formula: C2HF2O3S
Source: OMol25
Level of theory: ωB97M-V/def2-TZVPD

The HOMO energy (alpha / beta) is -2.54 / -3.90 eV. As for the energy above the lowest of the compared OMol25 structures with the same formula, charge and spin: 3.273 eV. The value obtained for the largest force on an atom is 0.0669 hartree/bohr. The charge is -1. The value obtained for the total energy is -900.39100 a.u.

Positions of all 9 atoms, in Å:
C (-1.00208, 0.02636, -0.32657)
C (-0.84235, -1.09953, 0.48496)
O (-1.21896, 1.29547, 0.21122)
O (-1.11708, -0.03892, -1.58859)
O (3.21855, 1.21256, -0.12115)
F (-0.68968, -0.99094, 1.84370)
F (-0.29267, -2.29319, 0.10785)
S (2.28819, 0.15998, -0.75976)
H (-0.34391, 1.72822, 0.14833)

Cartesian forces, eV/Å:
-0.32 -0.40 -3.40
1.08 0.25 1.18
0.78 -0.16 1.06
0.42 -0.48 1.66
-0.87 -1.06 -0.64
-0.12 -0.04 -0.64
-0.79 1.04 -0.12
0.45 1.04 0.81
-0.62 -0.19 0.09


# 4
Formula: C2HF2OP
Source: OMol25
Level of theory: ωB97M-V/def2-TZVPD

As for the SMILES: FP(F)C1=CO1. The HOMO energy is -8.93 eV. As for the energy above the lowest of the compared OMol25 structures with the same formula, charge and spin: 3.238 eV. The value obtained for the largest force on an atom is 0.0375 hartree/bohr. The value obtained for the total energy is -693.03834 a.u.

Positions of all 7 atoms, in Å:
F (-0.49935, -0.71634, -2.10379)
P (-1.41029, 0.08792, -0.98796)
F (-0.85125, 1.58747, -1.20262)
C (-0.22153, -0.29585, 0.38941)
C (0.89357, -0.10852, 1.00859)
O (0.11947, -0.76997, 1.91996)
H (1.96937, 0.21530, 0.97641)

Cartesian forces, eV/Å:
-0.92 1.11 0.83
1.79 -0.63 0.36
-0.19 -0.88 -0.24
0.19 0.68 -0.49
0.79 -0.05 -0.69
-0.21 0.12 -0.13
-1.46 -0.35 0.35


# 5
Formula: C2HF3O3S
Source: OMol25
Level of theory: ωB97M-V/def2-TZVPD

The HOMO energy is -11.67 eV. As for the energy above the lowest of the compared OMol25 structures with the same formula, charge and spin: 3.302 eV. The value obtained for the largest force on an atom is 0.0846 hartree/bohr. The value obtained for the total energy is -1000.13477 a.u.

Positions of all 10 atoms, in Å:
C (0.88650, -0.12041, 0.11636)
C (1.23544, -1.56976, -0.02453)
O (1.67215, 2.41958, -0.36702)
O (3.42551, 0.68378, -0.19414)
O (1.37690, 0.51396, 1.29980)
F (1.96550, -2.02845, 0.98844)
F (0.17342, -2.36725, -0.15424)
F (1.97017, -1.72550, -1.14411)
S (2.08316, 1.10157, -0.04610)
H (-0.91498, 0.22273, -0.03567)

Cartesian forces, eV/Å:
-4.01 1.41 -0.08
0.35 -1.55 -0.79
-0.15 -0.02 -0.01
0.29 -0.25 -0.02
0.58 0.49 0.10
-0.14 0.30 0.17
-0.21 0.28 0.16
-0.11 0.10 -0.03
-0.86 0.12 0.42
4.26 -0.89 0.06


# 6
Formula: C2HF6N3O
Source: OMol25
Level of theory: ωB97M-V/def2-TZVPD

As for the SMILES: O=C(F)N=C(N(F)F)N(F)F.F. The HOMO energy is -11.13 eV. As for the energy above the lowest of the compared OMol25 structures with the same formula, charge and spin: 0.280 eV. The value obtained for the largest force on an atom is 0.0686 hartree/bohr. The value obtained for the total energy is -915.20791 a.u.

Positions of all 13 atoms, in Å:
O (-1.19462, -0.74813, 2.86374)
C (-1.29188, -0.72452, 1.69063)
F (-2.12903, -1.61331, 1.08345)
N (-0.78176, 0.13036, 0.77775)
C (0.33106, 0.34143, 0.23165)
N (0.63714, 1.53730, -0.28896)
F (-0.48941, 2.30688, -0.55161)
F (1.46319, 1.46566, -1.38067)
N (1.45618, -0.57505, 0.15504)
F (2.74127, -0.10469, 0.30152)
F (1.35383, -1.51930, 1.10252)
F (-0.89822, -0.60314, -2.70140)
H (-1.19775, 0.10650, -3.28366)

Cartesian forces, eV/Å:
0.37 0.45 0.33
-0.62 -1.51 0.03
0.42 0.49 -0.14
0.95 0.74 -1.10
-0.59 -2.51 2.40
0.57 3.26 -0.52
1.25 -0.96 -0.51
-1.02 0.19 -0.05
-0.13 -0.66 -1.40
-0.84 0.71 0.24
-0.40 -0.24 0.66
-0.58 1.60 -1.18
0.62 -1.56 1.24